Molecular formula: C56H122F18N4O22P2S6
Method: DFT, wB97M-V/def2-TZVPD

## Properties
Kohn-Sham gap: 4.54 eV

```
! wB97M-V def2-TZVPD RIJCOSX def2/J DEFGRID3
* xyz 0 1
C -17.788 15.468 -2.863
C -19.136 15.952 -2.935
O -20.068 15.131 -2.776
N -19.318 17.460 -2.867
H -18.522 17.914 -3.291
H -20.047 17.836 -3.456
C -19.591 17.972 -1.529
H -17.524 15.439 -1.806
H -17.101 15.959 -3.552
H -17.764 14.477 -3.317
H -18.676 17.945 -0.937
H -20.501 17.578 -1.076
H -19.925 19.007 -1.606
C -18.218 12.549 9.756
N -18.907 12.616 8.451
C -17.788 12.689 7.417
C -19.555 11.307 8.022
C -19.719 13.974 8.345
C -20.808 14.100 9.446
O -21.697 12.996 9.439
H -17.601 13.410 10.012
H -17.627 11.635 9.702
H -18.898 12.208 10.536
H -18.247 12.750 6.430
H -17.180 11.800 7.580
H -17.298 13.633 7.651
H -18.993 10.509 8.508
H -19.657 11.221 6.941
H -20.518 11.260 8.531
H -20.197 13.865 7.371
H -19.039 14.822 8.425
H -21.508 14.933 9.393
H -20.284 14.128 10.401
H -22.027 12.859 8.548
C -15.219 14.486 2.898
N -15.466 15.620 1.907
C -16.574 15.064 0.958
C -15.969 16.849 2.619
C -14.102 15.861 1.090
C -13.774 14.822 -0.033
O -13.690 13.468 0.391
H -16.020 14.378 3.630
H -14.259 14.715 3.360
H -15.198 13.558 2.328
H -16.763 15.850 0.228
H -17.416 14.949 1.641
H -16.325 14.101 0.512
H -16.016 17.732 1.982
H -15.244 17.000 3.419
H -16.970 16.670 3.010
H -13.329 16.040 1.837
H -14.353 16.790 0.577
H -12.930 15.145 -0.641
H -14.596 14.983 -0.730
H -13.843 12.861 -0.337
C -24.416 13.543 -5.325
N -24.606 14.529 -4.030
C -25.137 15.871 -4.664
C -25.550 13.823 -3.016
C -23.175 14.814 -3.506
C -23.237 15.829 -2.205
O -24.000 15.268 -1.156
H -25.428 13.232 -5.585
H -23.722 12.732 -5.105
H -24.019 14.214 -6.086
H -26.074 15.741 -5.206
H -24.373 16.101 -5.407
H -25.179 16.725 -3.988
H -26.151 13.180 -3.659
H -26.151 14.575 -2.504
H -24.996 13.283 -2.248
H -22.604 15.241 -4.331
H -22.578 13.922 -3.319
H -23.489 16.880 -2.353
H -22.185 15.808 -1.920
H -23.426 14.716 -0.620
C -25.317 6.695 -0.804
C -23.848 6.366 -0.762
C -22.915 7.457 -0.188
C -22.587 8.532 -1.255
P -21.985 10.149 -0.597
C -23.175 10.705 0.815
C -24.626 10.971 0.306
C -25.381 11.294 1.660
C -26.910 11.524 1.415
C -21.886 11.387 -2.008
C -20.886 10.821 -3.120
C -20.965 11.718 -4.393
C -19.942 11.539 -5.565
C -20.271 9.714 0.005
C -20.048 9.127 1.399
C -19.008 8.050 1.522
C -17.508 8.376 1.391
H -25.824 6.835 0.151
H -25.985 6.036 -1.358
H -25.423 7.605 -1.395
H -23.481 6.005 -1.723
H -23.791 5.453 -0.170
H -22.032 6.902 0.127
H -23.317 7.852 0.746
H -23.454 8.796 -1.861
H -21.815 8.142 -1.918
H -22.719 11.599 1.240
H -23.200 10.003 1.648
H -25.011 10.037 -0.102
H -24.812 11.723 -0.461
H -24.789 12.025 2.211
H -25.359 10.403 2.287
H -27.526 11.649 2.305
H -27.226 10.721 0.749
H -26.851 12.507 0.947
H -21.596 12.309 -1.504
H -22.902 11.542 -2.370
H -21.336 9.877 -3.427
H -19.894 10.667 -2.695
H -20.900 12.777 -4.141
H -21.819 11.302 -4.927
H -19.656 10.500 -5.729
H -19.057 12.161 -5.428
H -20.266 11.861 -6.555
H -19.824 10.693 -0.165
H -19.836 9.149 -0.819
H -21.002 8.631 1.578
H -19.921 9.735 2.295
H -19.237 7.376 0.697
H -19.214 7.284 2.270
H -17.053 7.386 1.414
H -17.043 8.878 2.240
H -17.196 8.882 0.477
C -26.658 22.366 2.229
C -25.840 21.463 3.250
C -25.223 20.261 2.584
C -24.445 19.378 3.732
P -23.257 18.044 3.222
C -21.606 18.746 2.818
C -20.890 19.825 3.717
C -21.415 21.235 3.634
C -20.847 22.133 2.495
C -24.081 17.157 1.874
C -25.393 16.345 2.312
C -26.421 16.349 1.277
C -27.752 15.834 1.861
C -23.193 16.756 4.645
C -23.137 17.341 6.052
C -23.054 16.142 6.952
C -23.525 16.617 8.273
H -26.153 22.735 1.336
H -27.003 23.248 2.768
H -27.545 21.885 1.816
H -26.434 21.050 4.065
H -25.099 22.127 3.695
H -24.467 20.470 1.827
H -25.945 19.722 1.972
H -25.197 18.816 4.286
H -23.809 20.026 4.335
H -21.618 19.109 1.790
H -20.980 17.854 2.832
H -19.850 19.783 3.394
H -20.699 19.435 4.717
H -21.388 21.582 4.667
H -22.478 21.196 3.399
H -21.270 23.104 2.754
H -21.087 21.700 1.524
H -19.760 22.215 2.509
H -23.465 16.529 1.230
H -24.303 17.878 1.087
H -25.885 16.792 3.175
H -25.117 15.313 2.530
H -26.070 15.727 0.454
H -26.502 17.322 0.792
H -27.562 14.929 2.437
H -28.430 15.536 1.060
H -28.145 16.577 2.555
H -22.207 16.365 4.392
H -23.902 15.937 4.520
H -24.039 17.935 6.199
H -22.391 18.117 6.221
H -22.046 15.730 7.005
H -23.631 15.290 6.593
H -23.505 15.799 8.993
H -24.569 16.921 8.206
H -22.950 17.343 8.848
C -24.753 20.303 -2.743
F -24.619 19.793 -3.939
F -25.445 21.448 -2.565
F -25.501 19.445 -1.999
S -22.938 20.466 -1.925
O -22.409 19.096 -1.809
O -22.185 21.167 -2.914
O -23.001 21.213 -0.708
C -16.626 10.746 -2.445
F -16.105 9.507 -2.598
F -17.503 11.049 -3.491
F -17.378 10.761 -1.344
S -15.079 11.813 -2.380
O -14.376 11.689 -1.089
O -14.229 11.381 -3.526
O -15.578 13.216 -2.528
C -24.550 11.605 5.580
F -24.931 12.884 5.415
F -25.692 10.957 5.766
F -23.947 11.154 4.495
S -23.378 11.348 7.071
O -22.955 9.927 7.119
O -22.267 12.210 6.950
O -24.105 11.742 8.245
C -20.386 13.773 2.392
F -19.337 14.326 2.957
F -20.222 12.486 2.154
F -21.472 13.929 3.080
S -20.681 14.538 0.659
O -21.950 13.969 0.178
O -20.861 15.944 0.952
O -19.536 14.227 -0.232
C -18.703 8.180 6.053
F -17.906 7.316 5.354
F -17.890 9.063 6.589
F -19.587 8.866 5.343
S -19.634 7.094 7.350
O -18.895 7.337 8.613
O -20.959 7.617 7.458
O -19.599 5.728 7.009
C -18.177 16.667 6.108
F -17.726 15.380 5.947
F -18.730 16.994 4.960
F -19.074 16.801 7.036
S -16.731 17.848 6.381
O -15.711 16.995 7.010
O -16.427 18.376 5.059
O -17.119 18.967 7.273
*
```